{"formula": "C21H32InN6O4S2", "method": "the ωB97M-V functional and the def2-TZVPD basis", "total_charge": 1, "lumo_energy_ev": -2.74, "e_homo_ev": -9.54, "e_above_lowest_kj_mol": 4.1, "gap_ev": 6.802, "spin_multiplicity": 1, "elements": ["In", "S", "S", "O", "O", "O", "O", "N", "N", "N", "N", "N", "N", "C", "C", "C", "C", "C", "C", "C", "C", "C", "C", "C", "C", "C", "C", "C", "C", "C", "C", "C", "C", "C", "H", "H", "H", "H", "H", "H", "H", "H", "H", "H", "H", "H", "H", "H", "H", "H", "H", "H", "H", "H", "H", "H", "H", "H", "H", "H", "H", "H", "H", "H", "H", "H"], "xyz": [[0.528261, 0.762931, -0.887971], [0.590620, 2.837009, -2.239751], [2.813833, 0.612898, -1.738519], [-1.733059, 1.285171, -0.633620], [-3.778930, 2.980450, 3.014681], [-2.489173, 4.322755, 4.222664], [-3.335448, 1.283591, 0.908050], [0.691036, 3.004696, 1.942514], [-0.048704, -1.141006, -2.487547], [0.051430, 2.199701, 1.091176], [-0.073543, -0.910473, 0.626258], [2.766360, 0.096706, 1.236006], [-4.007042, -0.828990, -1.011029], [-0.231208, -2.947234, -0.792738], [2.244653, -2.637227, 3.668705], [-1.413361, 3.112333, 2.537707], [2.116848, 0.132865, 3.602741], [1.768500, -0.558288, 4.753935], [-2.287946, -2.006670, 0.328685], [-0.145680, 3.577293, 2.819751], [1.557239, 2.183932, -3.531760], [-0.712091, -2.428836, -2.155463], [2.481401, 1.224024, -3.332088], [-1.231918, 2.277233, 1.420607], [-2.599512, -1.368316, -1.012147], [1.192537, 2.627675, -4.926953], [2.522538, -0.560239, 2.467163], [-0.778657, -2.205853, 0.438067], [1.818892, -1.945357, 4.792833], [-2.243382, -2.272157, -2.168264], [2.596986, -1.952782, 2.513590], [3.166649, 0.532820, -4.495364], [-2.185465, 1.566282, 0.511059], [-2.611536, 3.531937, 3.329340], [1.674515, 3.179238, 1.820663], [1.460421, -0.004006, 5.630880], [0.379995, 2.009874, -5.323542], [3.807923, 1.225165, -5.043656], [0.839427, 3.657386, -4.927202], [-2.562611, -1.850177, -3.125764], [0.862505, -2.941779, -0.767643], [2.035164, 2.552001, -5.611083], [2.083093, 1.214114, 3.596726], [1.551610, -2.477172, 5.695146], [0.881235, -1.134114, 0.897498], [-2.706248, -3.258691, -2.071226], [-4.263283, -0.453859, -1.924529], [-0.589866, -2.823859, 1.320222], [-0.432666, -0.415024, 1.442339], [2.321889, -3.716668, 3.691639], [0.179476, 4.278490, 3.570174], [-2.647001, -1.388684, 1.157384], [-0.529221, -3.994973, -0.712220], [-0.372179, -0.795546, -3.389168], [-0.454724, -3.179076, -2.906748], [-2.774897, -2.984343, 0.409826], [-4.029840, -0.016596, -0.309336], [2.444515, 0.128829, -5.210131], [-3.692608, 2.324090, 2.289953], [0.954113, -1.299526, -2.611124], [3.357200, -0.455671, 0.624925], [-4.701613, -1.526802, -0.742635], [2.959057, -2.499672, 1.647623], [3.184650, 1.012893, 1.321793], [-2.013962, -0.470275, -1.109438], [3.792832, -0.284464, -4.143657]], "forces_ev_per_angstrom": [[-0.22, 0.95, -0.35], [-0.63, 0.23, 0.09], [0.60, -0.84, 0.58], [0.01, -0.06, 0.32], [0.04, -0.02, -0.01], [-0.03, 0.02, -0.01], [-0.18, -0.20, -0.06], [-0.07, -0.12, 0.02], [-0.01, -0.07, 0.06], [0.13, 0.02, -0.19], [0.20, 0.02, 0.02], [0.04, -0.14, 0.32], [0.01, 0.53, 0.59], [0.02, 0.09, 0.03], [0.00, 0.00, -0.02], [-0.06, 0.09, 0.02], [-0.05, 0.00, 0.00], [0.00, -0.01, 0.01], [0.00, 0.05, -0.04], [0.01, 0.05, 0.04], [0.17, -0.28, -0.26], [-0.03, 0.04, 0.01], [-0.29, 0.08, -0.61], [-0.03, -0.14, -0.05], [-0.14, -0.05, 0.10], [-0.02, 0.10, 0.08], [0.14, -0.09, -0.10], [-0.02, -0.10, -0.20], [0.01, 0.03, 0.00], [0.01, -0.04, -0.01], [-0.06, -0.02, 0.01], [0.13, 0.06, 0.15], [0.05, 0.01, -0.19], [0.06, -0.04, 0.03], [0.04, 0.00, -0.01], [0.00, 0.00, 0.00], [0.00, 0.01, 0.00], [0.01, -0.01, -0.01], [0.01, 0.00, 0.01], [0.02, 0.03, 0.00], [0.01, 0.00, 0.00], [0.01, 0.01, 0.00], [-0.02, 0.06, -0.03], [0.00, 0.00, 0.00], [0.08, -0.04, 0.10], [0.02, 0.00, -0.03], [0.02, 0.03, 0.01], [0.07, 0.02, -0.02], [-0.10, -0.11, 0.01], [0.00, 0.00, 0.00], [0.00, -0.01, 0.01], [0.02, 0.02, -0.04], [-0.02, 0.00, 0.02], [-0.04, 0.04, 0.06], [0.03, -0.01, 0.00], [0.00, 0.02, 0.02], [0.14, -0.45, -0.44], [-0.01, 0.00, 0.02], [-0.03, 0.01, -0.04], [-0.06, 0.01, 0.03], [0.02, 0.08, -0.05], [0.00, 0.01, -0.01], [-0.01, 0.01, 0.00], [-0.01, 0.02, 0.04], [-0.01, 0.12, -0.03], [0.00, 0.00, -0.01]], "nbo_charge": [1.3341, -0.2555, -0.3126, -0.7449, -0.6637, -0.5538, -0.7377, -0.2987, -0.8569, -0.2793, -0.8760, -0.8537, -0.6979, -0.4230, -0.1778, -0.2434, -0.2991, -0.1694, -0.4326, 0.0527, -0.1600, -0.0386, -0.2452, 0.0348, -0.0926, -0.6450, 0.2288, -0.0403, -0.2391, -0.4228, -0.3249, -0.6449, 0.7903, 0.7793, 0.4302, 0.2273, 0.2097, 0.2299, 0.2336, 0.2224, 0.2286, 0.2215, 0.2069, 0.2288, 0.4265, 0.2238, 0.4366, 0.2202, 0.4076, 0.2245, 0.2606, 0.2371, 0.2372, 0.3988, 0.2120, 0.2253, 0.4916, 0.2076, 0.5090, 0.4159, 0.3988, 0.4258, 0.2143, 0.3923, 0.2795, 0.2253]}